(1)
DFT (wB97M-V/def2-TZVPD) results for the molecule C21H25BF4N2O4S.

XYZ file:
```
58
Properties=species:S:1:pos:R:3:forces:R:3
C 0.266 -5.608 -2.209 0.2 0.6 0.1
C -0.957 -5.001 -3.031 0.7 -1.7 0.7
O -0.465 -4.063 -4.008 -1.5 0.9 0.3
B -1.115 -2.816 -3.947 0.0 0.4 -0.4
O -1.882 -2.352 -5.015 0.7 -1.0 0.7
C -0.982 -1.827 -2.676 0.3 1.6 2.2
C -2.134 -1.598 -1.781 1.4 0.5 0.2
C -2.087 -0.754 -0.588 1.7 0.0 -1.8
C -3.394 -0.664 0.247 0.0 -0.5 -0.9
F -3.594 0.528 0.877 0.2 -1.7 -0.4
F -4.499 -0.847 -0.582 1.3 0.2 1.1
F -3.404 -1.724 1.130 -0.3 1.6 -0.6
C -0.817 -0.056 -0.239 -1.5 -1.5 -2.2
C 0.305 -0.276 -1.146 -0.6 0.0 0.0
C 0.268 -1.120 -2.351 -1.6 -0.4 1.1
C 1.551 -1.239 -3.220 0.0 0.9 0.1
O 2.625 -1.885 -2.508 0.0 0.8 -0.4
C 3.878 -1.559 -3.153 -0.1 -0.1 0.0
S 1.915 0.533 -0.789 -1.3 0.4 0.7
C 1.377 1.935 0.246 -0.6 1.3 0.7
C 2.223 3.136 0.338 -1.2 0.4 1.0
C 1.854 4.286 1.183 -1.8 -3.1 -0.3
C 0.602 4.187 1.943 0.6 0.0 -1.3
C 0.240 5.404 2.885 0.4 -1.2 0.3
N 0.146 4.927 4.298 0.6 -0.1 -0.6
C 1.410 4.267 4.721 -0.2 -0.5 1.4
C -0.243 3.002 1.810 1.9 0.5 -1.0
F -1.421 3.004 2.531 1.2 -0.2 -0.8
C 0.109 1.841 0.967 0.7 2.6 1.1
N -0.819 0.732 0.982 1.9 -0.9 -1.2
C -0.577 -0.216 2.126 -0.4 -0.1 0.8
C -1.578 0.076 3.320 0.2 0.0 0.2
O -2.287 -1.119 3.740 0.1 0.8 -0.1
H 0.398 -6.707 -2.381 -0.3 1.0 0.3
H 1.226 -5.118 -2.540 -1.1 -0.4 0.2
H 0.184 -5.383 -1.107 0.0 -0.4 -1.1
H -1.740 -4.582 -2.339 0.9 0.0 -0.6
H -1.456 -5.863 -3.566 0.5 1.1 0.3
H -1.991 -3.050 -5.690 0.2 0.4 0.3
H -3.085 -2.118 -2.062 0.9 0.7 0.5
H 1.902 -0.183 -3.447 -0.5 -0.9 0.1
H 1.380 -1.733 -4.214 -0.1 0.2 0.9
H 4.737 -1.936 -2.536 -1.0 0.1 -0.5
H 3.848 -2.054 -4.161 0.5 0.6 0.7
H 4.007 -0.438 -3.246 -0.2 -1.1 0.0
H 3.192 3.199 -0.222 -1.2 -0.3 0.5
H 2.496 5.194 1.268 -0.6 -1.0 -0.1
H -0.691 5.937 2.571 0.7 -0.6 0.3
H 1.098 6.138 2.891 -0.9 -0.7 -0.3
H -0.565 4.195 4.376 0.0 0.6 -0.2
H 1.432 3.173 4.430 0.4 1.2 -0.1
H 2.331 4.817 4.402 -0.9 -0.5 0.0
H 1.420 4.263 5.853 0.1 0.1 -1.2
H 0.497 -0.108 2.460 -1.1 -0.2 -0.2
H -0.727 -1.267 1.747 0.1 1.1 0.6
H -0.957 0.431 4.191 -0.7 0.0 -0.7
H -2.371 0.825 3.038 1.3 -0.5 0.1
H -3.078 -0.767 4.187 0.4 -0.5 -0.2
```
Positions in Å, forces in eV/Å.

**Strongest force on any atom**: 3.61 eV/A
**SMILES**: CCOB(O)c1cc(C(F)(F)F)c2c(c1COC)Sc1ccc(CNC)c(F)c1N2CCO
**LUMO**: 0.29 eV
**Total charge**: 0
**Molecular weight**: 488.31 g/mol
**HOMO**: -0.297 Eh
**E_tot**: -2048.1499 Ha

---

(2)
DFT (wB97M-V/def2-TZVPD) results for the molecule C21H25BrN4O4.

XYZ file:
```
55
Properties=species:S:1:pos:R:3:forces:R:3
C -5.888 -3.203 -0.705 0.2 0.0 -0.2
C -4.522 -3.450 -1.334 0.0 -0.1 0.2
C -3.361 -3.071 -0.416 -0.2 0.2 -0.3
H -2.422 -3.389 -0.876 0.1 0.0 0.1
H -3.460 -3.598 0.535 0.1 0.0 0.1
C -3.288 -1.563 -0.147 0.1 -0.4 -0.2
N -2.131 -1.211 0.635 -0.4 -0.1 0.6
C -0.872 -1.105 0.187 0.3 0.1 0.3
C -0.562 -1.123 -1.192 -0.1 0.0 0.0
C 0.718 -0.961 -1.650 0.1 0.0 0.3
C 1.796 -0.782 -0.772 -0.1 -0.1 -0.1
C 1.531 -0.783 0.575 -0.1 -0.1 0.0
C 0.232 -0.951 1.070 0.2 -0.1 -1.3
N 0.099 -0.984 2.474 0.1 -0.1 0.7
O 1.108 -1.077 3.151 0.0 0.1 0.2
O -1.026 -0.929 2.973 -0.1 0.1 0.2
H 2.315 -0.629 1.300 0.0 0.0 0.0
C 3.182 -0.499 -1.311 -0.1 -0.1 0.3
N 3.399 0.949 -1.260 0.4 -0.1 -0.5
C 3.553 1.655 -0.111 0.1 0.7 -0.5
O 3.992 1.212 0.924 0.0 -0.2 0.5
C 3.036 3.092 -0.227 0.1 -0.3 0.2
C 1.542 2.933 -0.199 -0.2 0.2 0.0
C 0.911 2.569 0.987 0.1 0.1 -0.1
C -0.444 2.300 1.017 -0.1 0.0 0.0
C -1.173 2.394 -0.156 -0.2 0.0 0.0
C -0.572 2.759 -1.347 -0.1 -0.1 0.0
C 0.786 3.023 -1.362 0.0 0.1 0.2
H 1.254 3.313 -2.292 0.1 0.0 -0.1
H -1.155 2.834 -2.252 -0.1 0.0 -0.1
Br -3.036 2.016 -0.138 0.1 0.1 0.0
H -0.930 2.017 1.938 -0.1 0.0 0.1
H 1.493 2.482 1.892 0.1 0.0 0.1
H 3.391 3.659 0.632 0.1 -0.1 -0.1
H 3.373 3.565 -1.149 0.0 0.0 0.0
H 2.951 1.445 -2.017 0.0 0.0 0.1
C 4.273 -1.283 -0.576 -0.1 -0.1 -0.2
C 3.884 -2.754 -0.574 0.3 0.4 0.2
O 3.660 -3.377 -1.588 -0.1 -0.1 -0.4
N 3.799 -3.309 0.653 0.0 -0.3 0.4
H 3.924 -2.778 1.496 0.0 0.0 -0.1
H 3.525 -4.275 0.731 0.0 0.0 -0.1
H 4.405 -0.901 0.433 0.0 0.0 -0.1
H 5.213 -1.168 -1.118 0.0 0.0 0.1
H 3.211 -0.788 -2.367 0.0 0.0 0.2
H 0.903 -0.979 -2.714 0.0 0.0 -0.2
H -1.359 -1.260 -1.903 -0.1 0.0 -0.1
H -2.236 -1.207 1.646 0.1 0.1 -0.4
H -4.162 -1.238 0.418 0.0 0.1 -0.1
H -3.283 -1.016 -1.093 -0.1 0.1 0.0
H -4.444 -2.887 -2.266 0.0 0.0 -0.1
H -4.432 -4.510 -1.581 0.0 0.0 -0.1
H -6.061 -2.142 -0.547 -0.1 0.1 0.1
H -5.965 -3.714 0.252 -0.1 0.0 0.1
H -6.673 -3.579 -1.356 -0.1 0.0 0.0
```
Positions in Å, forces in eV/Å.

**Strongest force on any atom**: 1.31 eV/A
**SMILES**: CCCCNc1ccc([C@H](CC(N)=O)NC(=O)Cc2ccc(Br)cc2)cc1[N+](=O)[O-]
**LUMO**: -0.39 eV
**Total charge**: 0
**Molecular weight**: 477.36 g/mol
**HOMO**: -0.298 Eh
**E_tot**: -3909.2093 Ha

---

(3)
DFT (wB97M-V/def2-TZVPD) results for the molecule C21H25Cl2N3O4.

XYZ file:
```
55
Properties=species:S:1:pos:R:3:forces:R:3
C -4.676 -2.844 0.332 -0.2 0.1 -0.1
C -4.229 -1.418 0.067 0.0 -0.6 0.2
O -4.980 -0.550 -0.325 -0.3 0.3 -0.1
N -2.915 -1.220 0.319 0.5 0.1 0.1
H -2.364 -2.006 0.624 -0.1 0.0 0.0
C -2.206 0.043 0.138 -0.2 0.0 -0.1
C -0.749 -0.173 0.539 -0.1 0.1 0.0
H -0.307 -0.956 -0.081 0.0 -0.1 0.0
H -0.683 -0.489 1.582 0.0 -0.1 0.0
C 0.040 1.125 0.352 0.3 -0.1 0.1
C 1.466 0.908 0.818 -0.4 -0.3 0.2
O 1.809 0.061 1.606 0.0 0.1 0.1
O 2.307 1.794 0.277 0.1 0.3 -0.3
C 3.674 1.768 0.673 0.3 0.1 0.4
C 4.571 1.563 -0.547 -0.3 0.0 0.3
O 5.446 2.340 -0.836 0.2 0.2 0.0
N 4.293 0.484 -1.337 0.2 -0.1 -0.6
C 3.420 -0.581 -1.103 -0.1 -0.4 0.3
N 2.475 -0.778 -2.009 0.2 0.3 -0.1
C 1.621 -1.768 -1.850 -0.1 -0.2 0.1
C 1.651 -2.608 -0.746 0.4 0.2 0.1
C 2.658 -2.470 0.210 -0.1 0.1 -0.2
C 3.575 -1.441 -0.010 -0.2 0.0 -0.4
Cl 4.928 -1.269 1.043 0.1 -0.1 0.1
C 2.772 -3.339 1.412 -0.1 -0.1 0.0
H 2.593 -2.730 2.298 0.0 0.0 0.1
H 2.050 -4.149 1.383 0.0 0.0 0.0
H 3.777 -3.751 1.487 0.0 0.0 0.0
Cl 0.434 -3.822 -0.592 -0.2 -0.1 0.0
H 0.877 -1.884 -2.626 -0.1 -0.1 0.0
H 4.653 0.552 -2.282 0.0 0.0 0.1
H 3.920 2.745 1.098 0.0 -0.2 -0.1
H 3.820 0.990 1.430 0.0 0.2 -0.2
C -0.574 2.219 1.243 -0.1 0.1 0.0
C -2.033 2.432 0.840 -0.1 0.2 0.2
C -2.817 1.134 1.023 0.0 0.1 -0.1
H -3.860 1.277 0.740 0.0 0.0 0.0
H -2.787 0.815 2.067 0.0 -0.1 0.1
C -2.104 2.870 -0.622 0.0 0.0 0.0
C -1.487 1.785 -1.503 0.0 0.0 -0.2
C -2.265 0.483 -1.329 0.0 0.2 0.0
H -3.308 0.621 -1.615 0.0 0.0 0.0
H -1.839 -0.301 -1.961 0.0 -0.1 0.0
C -0.025 1.575 -1.109 -0.1 0.1 -0.1
H 0.438 0.822 -1.750 0.0 0.0 0.0
H 0.532 2.504 -1.232 0.0 0.0 0.0
H -1.533 2.095 -2.552 0.0 0.0 0.1
H -3.145 3.030 -0.907 -0.1 0.1 0.0
H -1.567 3.810 -0.757 0.0 0.1 0.0
H -2.468 3.209 1.478 0.0 0.0 0.0
H -0.513 1.917 2.291 0.0 0.0 0.1
H -0.011 3.146 1.122 0.1 0.0 0.0
H -4.107 -3.536 -0.285 0.1 -0.1 0.0
H -4.519 -3.096 1.378 0.0 -0.1 0.1
H -5.731 -2.937 0.096 0.0 0.0 0.0
```
Positions in Å, forces in eV/Å.

**Strongest force on any atom**: 0.65 eV/A
**ΔE to the lowest compared entry with this formula, charge and spin**: 0.000 eV
**SMILES**: CC(=O)N[C@@]12C[C@H]3C[C@@H](C1)C[C@](C(=O)OCC(=O)Nc1ncc(Cl)c(C)c1Cl)(C3)C2
**LUMO**: 0.34 eV
**Total charge**: 0
**Molecular weight**: 454.35 g/mol
**HOMO**: -0.346 Eh
**E_tot**: -2200.9585 Ha